Below is a cluster of 2 separate species, C2H7NOS in total in a non-equilibrium geometry, with properties calculated with ωB97M-V/def2-TZVPD.

Properties
- HOMO (spin up / spin down): -14.41 / -13.86 eV
- HOMO-LUMO gap (spin up / spin down): 9.905 / 4.467 eV
- Expectation value of S²: 0.75
- E_tot: -16550.207 eV

The geometry in ORCA input format:
```
! wB97M-V def2-TZVPD RIJCOSX def2/J DEFGRID3
* xyz 1 2
C 1.7690 0.6699 -0.8412
S 1.8506 -1.0367 -0.2550
H 2.6980 1.2178 -0.6926
H 0.8886 1.2221 -0.5485
H 1.7913 0.6605 -1.9438
H 2.9995 -0.6542 0.3912
C -2.1346 0.6681 0.1041
N -1.0146 0.0431 0.7803
O -3.1609 0.8058 0.6775
H -2.0168 0.9213 -0.9481
H -0.8975 -0.8850 0.4032
H -1.0867 0.1440 1.7826
*
```